[1]
ORCA calculation (ωB97M-V with the def2-TZVPD basis set) on an isolated molecule of C5H4N2 at a distorted geometry.

As for the structure (SMILES): C#Cc1ccn[nH]1. The calculation puts the HOMO energy at -9.100 eV. Its total energy is -8227.3128 eV.

The geometry in ORCA input format:
```
! wB97M-V def2-TZVPD RIJCOSX def2/J DEFGRID3
* xyz 0 1
C -0.44 -0.74 2.68
C -0.19 -0.50 1.53
C 0.04 -0.14 0.16
C -0.75 0.67 -0.63
C -0.05 0.77 -1.86
N 1.07 0.06 -1.87
N 1.11 -0.52 -0.57
H -0.66 -0.95 3.71
H -1.68 1.11 -0.29
H -0.24 1.36 -2.76
H 1.80 -1.13 -0.09
*
```

***

[2]
ORCA calculation (ωB97M-V with the def2-TZVPD basis set) on an isolated molecule of C5H4N2.

The calculation puts the HOMO energy at -8.395 eV. Its total energy is -8224.1230 eV.

The geometry in ORCA input format:
```
! wB97M-V def2-TZVPD RIJCOSX def2/J DEFGRID3
* xyz 0 1
C 2.22 -0.36 -0.55
C 1.15 -0.40 0.01
C 0.06 0.06 1.20
C -0.38 -0.86 0.16
C -1.35 -0.13 -0.65
N -1.46 1.09 -0.22
N -0.61 1.19 0.83
H 3.21 -0.30 -0.97
H -0.35 -1.95 0.26
H -1.94 -0.48 -1.50
H -0.51 2.10 1.26
*
```

***

[3]
ORCA calculation (ωB97M-V with the def2-TZVPD basis set) on a cluster of 2 separate species, C5H4N2 in total at a distorted geometry.

The calculation puts the HOMO energy (spin up / spin down) at -9.826 / -9.825 eV. Its total energy is -8223.0817 eV.

The geometry in ORCA input format:
```
! wB97M-V def2-TZVPD RIJCOSX def2/J DEFGRID3
* xyz 0 1
C 1.91 -1.19 -0.41
C 1.18 -0.23 0.02
C 0.09 0.45 0.30
C -1.01 -0.13 1.04
N -2.12 0.44 0.69
N -1.83 1.46 -0.25
C -0.57 1.45 -0.51
H 3.01 -1.35 -0.32
H -0.97 -1.01 1.67
H 0.40 -1.96 -0.99
H -0.10 2.08 -1.25
*
```

***

For the records above, the corresponding energy relative to the best compared isomer or geometry (same formula, charge and spin) values read 210.4, 518.2, 618.6 kJ/mol.